Computed, not measured: a molecular structure, C15H11Cl4NOV, with the ωB97M-V functional and the def2-TZVPD basis.

The frontier orbital gap (alpha / beta) is 5.8 / 6.7 eV. The total charge is +2. Its spin multiplicity is 2. The HOMO energy (alpha / beta) comes out at -14.833 / -14.881 eV.

Each line ends with the natural charge from an NBO analysis.
Cartesian coordinates (Å):
V -0.591 0.159 0.184  1.440
Cl 5.325 -0.614 3.956  0.116
C 3.737 -0.525 3.328  -0.005
C 3.557 -0.383 1.953  -0.233
C 2.260 -0.318 1.510  -0.060
Cl 1.885 -0.124 -0.212  0.115
C 1.153 -0.379 2.340  0.229
O -0.092 -0.318 1.773  -0.599
C 1.359 -0.520 3.705  -0.053
Cl 0.002 -0.605 4.756  0.102
C 2.652 -0.590 4.196  -0.211
H 4.400 -0.335 1.278  0.272
H 2.812 -0.699 5.259  0.275
C -0.201 4.763 -0.353  -0.754
C -0.316 3.323 -0.260  0.612
N -0.406 2.182 -0.184  -0.545
H -1.154 5.183 -0.678  0.303
H 0.578 5.022 -1.070  0.303
H 0.057 5.166 0.627  0.305
Cl -0.313 -4.283 -2.852  0.175
C -1.044 -3.001 -2.024  0.021
C -1.365 -3.141 -0.672  -0.216
C -1.960 -2.091 0.001  -0.099
C -2.279 -0.877 -0.670  -0.208
C -2.665 0.290 0.072  -0.509
C -1.913 -0.759 -2.048  -0.185
C -1.317 -1.802 -2.711  -0.175
H -1.151 -4.072 -0.164  0.274
H -2.220 -2.202 1.047  0.256
H -3.053 0.152 1.079  0.268
H -3.058 1.146 -0.462  0.254
H -2.149 0.157 -2.580  0.260
H -1.067 -1.723 -3.761  0.272